# 1
Formula: C44H47BBrCoGe2IN9O4
Source: the Open Molecules 2025 dataset
Level of theory: wB97M-V/def2-TZVPD

The charge is +1. As for the expectation value of S²: 0.8912. The total energy comes out at -297463.478 eV. The spin multiplicity is 2. The value obtained for the frontier orbital gap (alpha / beta) is 5.76 / 5.30 eV. As for the relative energy (zero: lowest compared OMol25 entry of this formula, charge and spin): 325.83 kJ/mol.

Last column: Löwdin spin population.
Geometry (Å):
Co1 -0.900 0.343 0.086  0.69
C1 -0.436 -2.907 1.183  0.00
C2 -0.729 -1.835 2.170  0.01
C3 -0.888 -1.951 3.553  0.00
C4 -1.335 -0.714 3.968  0.00
N1 -1.437 0.087 2.901  0.00
N2 -1.031 -0.583 1.799  0.00
B1 -2.044 1.483 2.660  0.00
N3 -3.097 1.253 1.534  0.00
C5 -4.404 1.551 1.537  0.00
C6 -4.958 1.097 0.358  0.00
C7 -3.904 0.509 -0.346  0.00
C8 -3.955 -0.178 -1.666  0.00
N4 -2.798 0.606 0.392  0.04
N5 -0.880 2.365 2.152  0.00
C9 -0.410 3.520 2.644  0.00
C10 0.529 4.017 1.766  0.00
C11 0.586 3.085 0.726  0.00
C12 1.358 3.153 -0.542  0.00
N6 -0.244 2.081 1.001  -0.02
N7 -2.723 2.197 3.804  0.00
C13 -3.047 1.936 5.097  0.00
C14 -3.714 3.022 5.598  0.00
C15 -3.776 3.941 4.525  0.00
C16 -4.399 5.294 4.479  0.00
N8 -3.183 3.428 3.464  0.00
H1 0.544 -3.351 1.343  0.00
H2 -1.183 -3.694 1.287  0.00
H3 -0.494 -2.498 0.173  0.00
H4 -0.708 -2.816 4.165  0.00
H5 -1.556 -0.383 4.965  0.00
H6 -4.871 2.054 2.363  0.00
H7 -5.982 1.185 0.042  0.00
H8 -4.963 -0.111 -2.066  0.00
H9 -3.264 0.266 -2.380  0.00
H10 -3.688 -1.231 -1.559  0.00
H11 -0.759 3.923 3.576  0.00
H12 1.075 4.938 1.854  0.00
H13 1.007 3.994 -1.144  0.00
H14 2.419 3.310 -0.352  0.00
H15 1.216 2.234 -1.109  0.00
H16 -2.790 1.013 5.586  0.00
H17 -4.112 3.146 6.589  0.00
H18 -4.763 5.584 5.461  0.00
H19 -3.676 6.030 4.130  0.00
H20 -5.231 5.295 3.776  0.00
O1 -2.147 3.271 -1.023  0.00
C17 -1.802 3.527 -2.143  0.00
C18 -1.303 2.572 -3.136  0.01
C19 -1.221 3.054 -4.440  0.00
C20 -0.873 2.232 -5.487  0.01
C21 -0.652 0.878 -5.267  0.00
C22 -0.689 0.382 -3.992  0.01
C23 -0.949 1.201 -2.863  0.00
O2 -0.775 0.605 -1.705  0.03
N9 -0.732 2.774 -6.831  0.00
O3 -0.486 1.990 -7.727  0.00
O4 -0.853 3.976 -6.963  0.00
H21 -1.890 4.563 -2.525  0.00
H22 -1.438 4.094 -4.646  0.00
H23 -0.433 0.242 -6.113  0.00
H24 -0.492 -0.663 -3.794  0.00
C24 2.573 1.612 -3.325  0.01
Ge1 2.792 -0.150 -2.451  0.04
C25 4.730 -0.518 -2.220  0.02
C26 1.963 -1.541 -3.602  0.01
Ge2 1.755 -0.358 -0.054  0.08
C27 2.566 0.752 1.397  0.01
C28 3.746 1.450 1.173  0.00
C29 4.318 2.213 2.182  0.00
C30 3.707 2.296 3.423  0.00
C31 2.537 1.589 3.663  0.00
C32 1.979 0.816 2.659  0.00
C33 2.504 -2.118 0.472  0.00
C34 2.977 -2.327 1.770  0.01
C35 3.629 -3.502 2.106  0.00
C36 3.820 -4.489 1.148  0.01
C37 3.334 -4.307 -0.140  0.00
C38 2.673 -3.136 -0.471  0.01
H25 2.940 1.523 -4.348  0.00
H26 3.157 2.375 -2.815  0.00
H27 1.529 1.916 -3.357  0.00
H28 5.136 -0.707 -3.214  0.00
H29 4.925 -1.381 -1.587  0.00
H30 5.243 0.348 -1.803  0.00
H31 1.616 -1.068 -4.519  0.00
H32 1.114 -2.029 -3.125  0.00
H33 2.704 -2.297 -3.862  0.00
H34 4.230 1.391 0.202  0.00
H35 5.236 2.754 1.992  0.00
H36 4.145 2.903 4.204  0.00
H37 2.057 1.637 4.632  0.00
H38 1.071 0.263 2.861  0.00
H39 2.832 -1.561 2.520  0.00
H40 3.989 -3.646 3.116  0.00
H41 4.347 -5.397 1.408  0.00
H42 3.474 -5.079 -0.886  0.00
H43 2.279 -3.016 -1.473  0.00
Br1 -2.870 -5.710 -0.040  0.00
C39 -1.317 -6.176 -1.020  0.00
C40 -0.714 -7.399 -0.764  0.00
C41 0.412 -7.781 -1.475  0.00
C42 0.948 -6.938 -2.435  0.00
C43 0.349 -5.715 -2.694  0.00
C44 -0.783 -5.333 -1.989  0.00
I1 -1.652 -3.476 -2.435  0.00
H44 -1.129 -8.049 -0.007  0.00
H45 0.869 -8.741 -1.276  0.00
H46 1.839 -7.222 -2.978  0.00
H47 0.752 -5.060 -3.454  0.00

***

# 2
Formula: C44H47BrN5O2S2Ti
Source: the Open Molecules 2025 dataset
Level of theory: wB97M-V/def2-TZVPD

The charge is +1. The total energy comes out at -172761.361 eV. The spin multiplicity is 1. The value obtained for the frontier orbital gap (alpha / beta) is 5.98 / 5.99 eV.

Last column: Mulliken charge in e.
Geometry (Å):
Ti1 -0.060 -0.251 0.423  0.21
C1 2.033 2.154 0.712  -0.92
N1 1.096 1.472 1.626  1.71
C2 1.868 0.963 2.778  -1.31
C3 0.082 2.425 2.059  -0.27
C4 0.383 3.518 2.853  -0.39
C5 -0.613 4.416 3.213  -1.14
C6 -1.910 4.202 2.766  -0.87
C7 -2.219 3.106 1.979  -0.77
C8 -1.224 2.194 1.614  -0.10
N2 -1.456 1.040 0.880  1.79
C9 -2.687 0.940 0.182  -0.69
C10 -2.917 1.787 -0.901  -0.36
C11 -4.056 1.669 -1.680  -0.97
C12 -4.982 0.682 -1.374  -1.01
C13 -4.773 -0.160 -0.292  0.03
C14 -3.636 -0.049 0.513  -0.17
N3 -3.400 -0.922 1.593  0.82
C15 -3.476 -0.298 2.904  -1.10
C16 -4.088 -2.192 1.558  -1.37
H1 2.767 1.430 0.359  -0.16
H2 2.547 2.970 1.229  0.60
H3 1.480 2.548 -0.136  0.05
H4 2.602 1.702 3.117  0.52
H5 2.393 0.055 2.492  0.07
H6 1.198 0.748 3.605  0.37
H7 1.399 3.676 3.191  0.42
H8 -0.379 5.269 3.833  0.43
H9 -2.696 4.892 3.041  0.46
H10 -3.236 2.950 1.644  0.50
H11 -2.165 2.533 -1.133  0.62
H12 -4.213 2.333 -2.519  0.46
H13 -5.877 0.569 -1.971  0.44
H14 -5.511 -0.916 -0.062  0.45
H15 -4.508 -0.021 3.167  0.35
H16 -2.859 0.597 2.938  0.07
H17 -3.110 -0.998 3.656  0.45
H18 -5.163 -2.120 1.785  0.39
H19 -3.635 -2.850 2.303  0.29
H20 -3.967 -2.653 0.578  0.37
Br1 -1.968 -1.938 -6.521  -0.15
C17 -1.633 -2.020 -4.661  -0.19
C18 -0.573 -2.779 -4.188  -0.76
C19 -0.299 -2.792 -2.830  -0.38
C20 -1.071 -2.040 -1.945  -1.06
C21 -2.166 -1.331 -2.432  0.77
C22 -2.450 -1.320 -3.787  -0.50
N4 -0.724 -1.911 -0.586  1.49
C23 -0.391 -3.027 0.089  -1.47
C24 -0.153 -2.916 1.456  0.42
C25 0.065 -4.027 2.321  -1.26
C26 0.053 -3.838 3.668  -0.62
C27 -0.173 -2.533 4.184  -1.31
C28 -0.287 -1.491 3.309  -0.64
N5 -0.206 -1.636 1.962  1.65
H21 0.040 -3.345 -4.876  0.45
H22 0.541 -3.367 -2.461  0.38
H23 -2.788 -0.776 -1.749  -0.12
H24 -3.298 -0.760 -4.157  0.60
H25 -0.384 -3.997 -0.401  0.52
H26 0.190 -5.010 1.887  0.53
H27 0.188 -4.672 4.343  0.48
H28 -0.246 -2.357 5.247  0.54
H29 -0.449 -0.480 3.659  0.65
O1 0.367 0.798 -1.414  -0.14
S1 0.326 0.614 -2.922  0.81
C29 2.069 0.628 -3.375  -1.46
C30 2.684 -0.697 -2.908  0.40
C31 3.830 -0.539 -1.914  -0.52
C32 4.084 -1.834 -1.155  -1.39
S2 2.853 -2.121 0.179  0.59
O2 1.983 -0.870 0.152  0.15
C33 3.856 -1.923 1.627  0.10
C34 3.570 -2.774 2.684  -0.31
C35 4.224 -2.589 3.894  -0.83
C36 5.146 -1.565 4.032  -0.45
C37 5.422 -0.710 2.968  -0.85
C38 4.776 -0.883 1.760  -0.08
C39 -0.215 2.161 -3.582  0.57
C40 -1.022 2.101 -4.708  -0.58
C41 -1.500 3.284 -5.257  -0.81
C42 -1.183 4.496 -4.664  -0.50
C43 -0.385 4.541 -3.525  -0.90
C44 0.106 3.369 -2.977  -0.18
H30 2.533 1.501 -2.908  0.62
H31 2.097 0.755 -4.457  0.58
H32 3.022 -1.270 -3.773  0.64
H33 1.899 -1.298 -2.440  -0.68
H34 3.600 0.261 -1.211  -0.13
H35 4.751 -0.259 -2.432  0.73
H36 5.071 -1.869 -0.699  0.59
H37 3.991 -2.698 -1.813  0.61
H38 2.832 -3.557 2.568  0.55
H39 4.010 -3.246 4.726  0.44
H40 5.657 -1.425 4.975  0.42
H41 6.140 0.089 3.087  0.45
H42 4.973 -0.207 0.938  0.34
H43 -1.280 1.143 -5.140  0.36
H44 -2.128 3.254 -6.136  0.44
H45 -1.565 5.415 -5.086  0.42
H46 -0.152 5.491 -3.065  0.45
H47 0.709 3.390 -2.080  0.28